C3H9N3O | wB97M-V/def2-TZVPD

Computed properties:
DFT total energy: -9769.3444 eV
charge: 0
SMILES string: N/N=C\NCCO
E_HOMO: -8.4 eV
energy above the lowest of the compared OMol25 structures with the same formula, charge and spin: 142.9 kcal per mole
max |F|: 5.84 eV/Å
LUMO energy: 0.717 eV

Element x y z (Å)
N -0.375 1.597 -1.034
N -1.643 1.026 -0.909
C -1.702 -0.146 -0.286
N -0.881 -0.651 0.801
C 0.581 -0.639 1.062
C 1.678 -0.925 -0.173
O 1.504 0.091 -1.081
H -0.782 2.347 -1.626
H 0.061 1.846 -0.072
H -2.907 -0.251 -0.458
H -1.637 -1.112 1.562
H 0.824 -1.116 2.064
H 0.605 0.469 1.278
H 2.687 -1.236 0.385
H 1.280 -1.901 -0.483
H 0.705 0.601 -1.030

Mulliken atomic charge list, values in e, 4 entries: number 1, N, carries -0.362; number 2, N, carries -0.486; number 3, C, carries -0.064; number 4, N, carries -0.215

---

C3H9N3O | wB97M-V/def2-TZVPD

Computed properties:
DFT total energy: -9771.7924 eV
charge: 0
SMILES string: COC(N)=C(N)N
E_HOMO: -6.3 eV
energy above the lowest of the compared OMol25 structures with the same formula, charge and spin: 86.4 kcal per mole
max |F|: 4.69 eV/Å
LUMO energy: 0.917 eV

Element x y z (Å)
C -1.877 0.793 0.413
O -1.369 0.315 -0.811
C -0.283 -0.453 -0.417
N -0.599 -1.804 -0.216
C 0.968 0.085 -0.259
N 1.162 1.437 -0.171
N 2.072 -0.771 -0.034
H -2.268 -0.012 1.039
H -2.637 1.541 0.207
H -0.981 1.661 0.848
H 0.168 -2.418 0.024
H -1.483 -2.077 -0.615
H 0.185 1.929 0.336
H 1.954 1.695 0.408
H 2.037 -1.631 -0.571
H 2.952 -0.290 -0.180

Mulliken atomic charge list, values in e, 4 entries: number 1, C, carries -0.584; number 2, O, carries -0.422; number 3, C, carries 0.233; number 4, N, carries -0.480

---

C3H9N3O | wB97M-V/def2-TZVPD

Computed properties:
DFT total energy: -9771.0610 eV
charge: 0
SMILES string: CN(N)/C(N)=C/O
E_HOMO: -7.0 eV
energy above the lowest of the compared OMol25 structures with the same formula, charge and spin: 103.3 kcal per mole
max |F|: 4.97 eV/Å
LUMO energy: 0.787 eV

Element x y z (Å)
C 0.649 -0.076 -1.849
N -0.237 0.068 -0.698
N -1.085 1.229 -0.698
C -0.262 -0.521 0.778
N -1.044 0.176 1.656
C 0.902 -1.090 1.081
O 1.389 -1.222 2.357
H 0.214 0.324 -2.773
H 0.846 -1.139 -2.014
H 1.602 0.433 -1.652
H -1.536 1.352 -1.607
H -0.509 2.069 -0.577
H -1.705 -0.496 2.047
H -1.473 0.928 0.890
H 1.508 -1.283 0.138
H 0.741 -0.753 2.921

Mulliken atomic charge list, values in e, 4 entries: number 1, C, carries -0.949; number 2, N, carries 0.024; number 3, N, carries -0.700; number 4, C, carries 0.461

---

C3H9N3O | wB97M-V/def2-TZVPD

Computed properties:
DFT total energy: -9772.3356 eV
charge: 0
SMILES string: [H]/N=C(/N)N(O)CC
E_HOMO: -8.7 eV
energy above the lowest of the compared OMol25 structures with the same formula, charge and spin: 73.9 kcal per mole
max |F|: 3.36 eV/Å
LUMO energy: 0.778 eV

Element x y z (Å)
H -0.229 2.453 -1.277
N -0.513 2.356 -0.297
C -0.602 1.122 0.158
N -1.103 0.900 1.464
N -0.434 -0.057 -0.563
O -1.605 -0.298 -1.351
C 0.429 -1.236 -0.187
C 1.827 -0.840 0.255
H -1.584 1.700 1.844
H -1.706 0.088 1.524
H -1.399 -0.162 -2.328
H -0.013 -1.772 0.721
H 0.428 -1.909 -1.018
H 2.304 -0.392 -0.563
H 1.849 -0.179 1.102
H 2.349 -1.775 0.516

Mulliken atomic charge list, values in e, 4 entries: number 1, H, carries 0.232; number 2, N, carries -0.776; number 3, C, carries 0.508; number 4, N, carries -0.505

---

C3H9N3O | wB97M-V/def2-TZVPD

Computed properties:
DFT total energy: -9760.4226 eV
charge: +1
E_HOMO (spin up / spin down): -14.6 / -15.1 eV
energy above the lowest of the compared OMol25 structures with the same formula, charge and spin: 140.0 kcal per mole
multiplicity: 2
max |F|: 4.07 eV/Å
LUMO energy (spin up / spin down): -8.743 / -8.770 eV

Element x y z (Å)
O 1.543 1.074 0.744
C 1.504 -0.132 0.155
N 2.695 -0.518 -0.296
C 0.259 -0.766 0.031
N -0.968 -0.184 0.496
C -2.008 0.182 -0.501
N -3.268 -0.355 -0.001
H 2.731 -1.589 -0.208
H 2.208 2.395 -2.135
H 1.533 2.514 -1.765
H 0.177 -1.768 -0.463
H -1.484 -0.795 1.087
H -1.681 -0.241 -1.482
H -2.037 1.357 -0.577
H -4.017 0.012 -0.499
H 2.480 1.223 0.582

Mulliken atomic charge list, values in e, 4 entries: number 1, O, carries -0.378; number 2, C, carries 0.364; number 3, N, carries -0.484; number 4, C, carries 0.099

---

C3H9N3O | wB97M-V/def2-TZVPD

Computed properties:
DFT total energy: -9755.3896 eV
charge: +2
E_HOMO: -18.9 eV
energy above the lowest of the compared OMol25 structures with the same formula, charge and spin: 16.9 kcal per mole
max |F|: 4.41 eV/Å
LUMO energy: -8.810 eV

Element x y z (Å)
C 2.636 0.346 -0.237
C 0.217 0.192 0.100
C -3.582 0.403 0.338
N 3.810 -0.203 -0.161
N 1.567 -0.302 0.097
N -0.914 -0.348 0.182
O -4.150 -0.338 -0.442
H 2.398 1.248 -0.740
H 0.073 1.202 0.067
H -3.806 1.437 0.385
H -2.864 -0.025 0.928
H 4.728 0.204 -0.235
H 3.995 -1.145 0.110
H 1.563 -1.270 0.430
H -0.840 -1.364 0.163
H -4.833 -0.038 -0.985

Mulliken atomic charge list, values in e, 4 entries: number 1, C, carries 0.325; number 2, C, carries -0.088; number 3, C, carries 0.109; number 4, N, carries -0.272

---

C3H9N3O2 | wB97M-V/def2-TZVPD

Computed properties:
DFT total energy: -11817.5577 eV
charge: 0
E_HOMO (spin up / spin down): -8.3 / -8.3 eV
energy above the lowest of the compared OMol25 structures with the same formula, charge and spin: 149.9 kcal per mole
max |F|: 0.51 eV/Å
LUMO energy (spin up / spin down): -0.281 / -0.280 eV

Element x y z (Å)
C -1.649 0.417 -0.268
C -1.211 1.368 -1.325
N -0.173 -1.224 -0.251
O -0.518 -2.313 0.036
H -2.221 -0.440 -0.601
H -2.050 0.855 0.634
H -2.095 1.890 -1.715
H -0.731 0.859 -2.162
H -0.539 2.123 -0.918
C 0.897 -0.408 0.709
N 1.952 0.148 -0.069
N 1.433 -1.361 1.638
O -0.036 0.443 1.084
H 2.100 -0.891 2.238
H 0.693 -1.748 2.210
H 2.535 -0.550 -0.510
H 1.613 0.831 -0.730

Mulliken atomic charge list, values in e, 4 entries: number 1, C, carries 0.070; number 2, C, carries -1.080; number 3, N, carries 0.181; number 4, O, carries -0.442

---

C3H9N3O2 | wB97M-V/def2-TZVPD

Computed properties:
DFT total energy: -11815.0595 eV
charge: 0
SMILES string: C/N=C(/NO)NOC
E_HOMO: -8.2 eV
energy above the lowest of the compared OMol25 structures with the same formula, charge and spin: 207.5 kcal per mole
max |F|: 11.89 eV/Å
LUMO energy: 0.570 eV

Element x y z (Å)
C -0.688 -1.514 0.848
N 0.166 -1.291 -0.121
C 0.356 -0.177 -0.784
N 1.573 -0.104 -1.500
O 1.821 -1.388 -1.821
N -0.425 0.761 -0.865
O -1.290 1.174 0.199
C -0.383 1.681 1.200
H -0.538 -1.050 1.885
H -0.822 -2.621 0.816
H -1.627 -0.870 0.843
H 1.519 0.307 -2.531
H 1.300 -1.849 -1.162
H -0.389 1.617 -1.526
H 0.327 1.025 1.844
H 0.313 2.259 0.758
H -1.213 2.039 1.916

Mulliken atomic charge list, values in e, 4 entries: number 1, C, carries -0.749; number 2, N, carries -0.441; number 3, C, carries 0.278; number 4, N, carries -0.199

---

C3H9N3O2 | wB97M-V/def2-TZVPD

Computed properties:
DFT total energy: -11818.1593 eV
charge: 0
SMILES string: C=NN(N)C(C)(O)O
E_HOMO (spin up / spin down): -8.0 / -8.0 eV
energy above the lowest of the compared OMol25 structures with the same formula, charge and spin: 136.1 kcal per mole
max |F|: 4.50 eV/Å
LUMO energy (spin up / spin down): 0.266 / 0.266 eV

Element x y z (Å)
C 1.700 -0.493 1.450
N 0.498 -0.097 1.594
N -0.588 -0.530 0.562
N -0.377 -1.763 -0.052
C -0.834 0.580 -0.311
C 0.549 0.958 -1.205
O -1.826 0.291 -1.251
O -1.143 1.728 0.421
H 2.242 -0.854 2.339
H 2.278 -0.523 0.512
H -0.986 -1.938 -0.852
H -0.453 -2.508 0.635
H 0.207 1.778 -1.843
H 1.429 1.303 -0.664
H 0.767 0.092 -1.835
H -2.667 0.473 -0.805
H -0.796 1.504 1.304

Mulliken atomic charge list, values in e, 4 entries: number 1, C, carries -0.230; number 2, N, carries -0.640; number 3, N, carries 0.338; number 4, N, carries -0.670

---

C3H9N3O2 | wB97M-V/def2-TZVPD

Computed properties:
DFT total energy: -11816.1454 eV
charge: 0
SMILES string: CCN(C)/[N+]([O-])=N/O
E_HOMO: -9.4 eV
energy above the lowest of the compared OMol25 structures with the same formula, charge and spin: 182.5 kcal per mole
max |F|: 4.68 eV/Å
LUMO energy: 0.853 eV

Element x y z (Å)
C 1.381 -0.688 -1.847
C 0.321 0.089 -1.185
N 0.445 0.016 0.273
C 0.057 -1.247 0.809
N -0.402 1.301 0.999
O -0.086 2.396 0.637
N -1.333 0.919 1.675
O -2.050 2.050 2.129
H 1.485 -0.361 -2.833
H 2.297 -0.719 -1.337
H 1.092 -1.727 -2.050
H 0.180 1.217 -1.365
H -0.604 -0.427 -1.377
H 0.855 -1.903 0.414
H 0.253 -1.112 1.875
H -0.960 -1.474 0.746
H -2.930 1.667 2.437

Mulliken atomic charge list, values in e, 4 entries: number 1, C, carries -1.376; number 2, C, carries -0.164; number 3, N, carries -0.267; number 4, C, carries -0.951